Entry 1:
{
  "formula": "C52H51CrF3N2O6S3",
  "method": "ωB97M-V with the def2-TZVPD basis set",
  "species": ["Cr", "S", "S", "S", "F", "F", "F", "O", "O", "O", "O", "O", "O", "N", "N", "C", "C", "C", "C", "C", "C", "C", "C", "C", "C", "C", "C", "C", "C", "C", "C", "C", "C", "C", "C", "C", "C", "C", "C", "C", "C", "C", "C", "C", "C", "C", "C", "C", "C", "C", "C", "C", "C", "C", "C", "C", "C", "C", "C", "C", "C", "C", "C", "C", "C", "C", "C", "H", "H", "H", "H", "H", "H", "H", "H", "H", "H", "H", "H", "H", "H", "H", "H", "H", "H", "H", "H", "H", "H", "H", "H", "H", "H", "H", "H", "H", "H", "H", "H", "H", "H", "H", "H", "H", "H", "H", "H", "H", "H", "H", "H", "H", "H", "H", "H", "H", "H", "H"],
  "positions_angstrom": [[-0.04636, 0.32586, -0.00825], [-5.39620, -2.90594, -0.53079], [-1.20946, 0.19406, -2.86556], [2.26048, 1.90664, -1.83688], [3.97211, -1.91553, -2.04320], [2.59081, -3.28327, -1.08983], [4.39518, -2.70303, -0.07298], [3.41576, -0.23585, 0.38238], [1.46516, -0.93281, -0.53174], [-3.97739, -3.31093, -0.65368], [-1.25739, -0.47900, -1.49637], [-1.42612, 1.76755, 0.32499], [-2.69123, 2.08030, -1.51366], [1.15567, 1.22804, 1.25984], [0.69492, 1.62965, -1.54137], [1.57006, 4.06014, -0.18500], [2.45950, 3.69733, 3.32715], [-1.32823, -3.82473, 3.43828], [-0.48994, -0.85521, 1.50676], [2.26933, 3.71135, -5.43267], [-3.72095, -4.24751, 3.71352], [0.27717, -2.09077, -3.33800], [-2.74459, -0.26900, -3.73297], [-6.72019, -1.09077, 1.07029], [4.04288, 5.29377, -0.49268], [0.41786, -0.32611, -4.98902], [-2.67280, -3.39362, 3.42963], [3.67982, -3.06100, 4.91036], [2.64336, -3.83484, 5.42441], [-3.58817, -1.42460, -3.19778], [2.69252, -0.99806, -0.24325], [-4.80215, -0.87533, -2.44521], [-2.72038, 3.72369, 0.20903], [-4.30252, -0.93765, 1.03960], [-6.78271, -0.02414, 1.95024], [3.40379, -2.24700, -0.85360], [1.13792, -2.85889, -4.11137], [1.38093, -3.82340, 4.85997], [1.06787, -3.02770, 3.72725], [2.56597, 2.31404, -3.46562], [-0.45362, -1.79706, 2.29894], [2.54941, 3.47366, -0.97369], [2.87861, 2.28904, 2.89654], [-0.24607, -2.91578, 3.14250], [3.05463, 5.90044, 0.27957], [3.78926, 4.08811, -1.12226], [-2.18492, -6.04810, 3.99836], [-4.37524, 0.12525, 1.93212], [-5.82595, -1.91567, -2.00132], [4.25778, 2.31020, 2.22402], [1.91187, 1.76622, 1.92647], [-3.49857, -5.58973, 4.01066], [-5.48069, -1.52421, 0.61421], [3.39665, -2.25665, 3.80753], [3.84819, 1.86957, -5.47630], [1.82202, 5.28162, 0.43011], [3.53775, 1.55568, -4.18429], [1.28156, -1.09853, -5.74808], [-1.13202, -5.19662, 3.71968], [3.21203, 2.95583, -6.14383], [1.93935, 3.42934, -4.12814], [-2.25452, 2.40808, -0.40354], [-0.09162, -0.84156, -3.80541], [1.63301, -2.36830, -5.31052], [2.86926, 1.31418, 4.08380], [-5.60665, 0.58333, 2.37812], [2.13926, -2.23524, 3.24130], [3.57944, 1.66896, 4.83445], [-6.01612, -2.64858, -2.79080], [1.94466, -1.59174, 2.39614], [-3.45857, 0.57775, 2.28192], [2.81917, -4.45503, 6.29903], [-3.32071, 0.65721, -3.71020], [4.53756, 3.62031, -1.75119], [3.44967, 3.19287, -7.17195], [-0.08385, -2.43491, -2.37891], [1.44291, -3.83210, -3.75528], [-3.01292, -2.07383, -2.53785], [-6.77332, -1.43835, -1.74402], [1.87758, 1.25144, 4.53090], [-3.92151, -2.02554, -4.04997], [1.20079, 4.02749, -3.60865], [-7.62542, -1.59392, 0.74720], [-5.33463, -0.17397, -3.09796], [0.63193, 3.54067, -0.02972], [3.19857, 4.07967, 4.03450], [-2.76961, 3.64790, 1.29332], [3.15401, 0.31114, 3.76677], [4.17358, -1.64023, 3.36737], [0.17444, 0.68453, -5.29730], [-7.74191, 0.31994, 2.31839], [-2.86488, -2.35366, 3.20221], [5.01281, 2.51066, 2.98703], [4.66904, -3.08390, 5.35183], [0.11602, 2.38113, -1.90976], [3.24828, 6.85231, 0.75902], [1.48394, 3.68526, 3.81326], [4.57722, 1.26523, -6.00519], [-5.65237, 1.40844, 3.07828], [0.60244, -4.41308, 5.32425], [-1.97829, -7.09635, 4.19180], [-4.73426, -3.86008, 3.71085], [-3.68428, 4.01396, -0.20443], [1.05208, 5.74133, 1.03899], [-4.44370, -0.28978, -1.59441], [1.78038, 4.54740, -5.92444], [2.41521, 4.37033, 2.47023], [4.46512, 1.35617, 1.74093], [-3.35108, -1.33533, 0.70745], [5.00955, 5.76889, -0.61015], [4.30284, 3.09363, 1.46517], [-0.12924, -5.59934, 3.67586], [1.70606, -0.69014, -6.65536], [2.32734, -2.96411, -5.89042], [-4.32259, -6.25744, 4.23296], [-1.98841, 4.49530, -0.04088], [4.00664, 0.70872, -3.69662], [-2.40472, -0.44608, -4.75338]],
  "mulliken_charge": [-0.795, 0.132, 1.010, 0.350, -0.272, -0.236, -0.267, -0.460, -0.334, -0.463, 0.735, 0.072, -0.615, 0.372, -0.405, -0.194, -1.590, 0.086, -0.385, -0.609, -0.317, -0.579, -1.503, -0.528, -0.634, -0.324, -0.622, -0.895, -0.581, -0.483, 0.317, -0.067, -1.557, -0.751, -0.456, 0.589, -0.667, -0.666, 0.124, 0.474, 0.777, 0.580, 2.310, -0.617, -0.214, -0.872, -0.584, -0.501, -1.127, -1.368, -0.027, -0.555, 0.397, -0.194, -0.469, -0.666, -0.321, -0.667, -0.519, -0.680, -0.826, 0.624, 0.469, -0.582, -1.503, -0.755, 0.393, 0.456, 0.487, -0.324, 0.633, 0.336, 0.619, 0.424, 0.340, 0.424, 0.417, 0.258, 0.501, 0.342, 0.410, 0.302, 0.450, 0.443, 0.126, 0.412, 0.319, 0.024, 0.554, 0.304, 0.351, 0.433, 0.478, 0.348, 0.348, 0.360, 0.351, 0.365, 0.381, 0.523, 0.328, 0.383, 0.362, 0.330, -0.157, 0.331, 0.141, 0.199, 0.755, 0.380, 0.186, 0.575, 0.400, 0.353, 0.353, 0.263, 0.373, 0.739],
  "charge": -2,
  "spin_multiplicity": 5,
  "energy_ev": -139096.21418,
  "homo_lumo_gap_ev": [3.67, 3.82],
  "relative_energy_kj_mol": 57.2
}

---

Entry 2:
{
  "formula": "C4HBr2F6NO",
  "method": "ωB97M-V with the def2-TZVPD basis set",
  "species": ["Br", "Br", "F", "F", "F", "F", "F", "F", "O", "N", "C", "C", "C", "C", "H"],
  "positions_angstrom": [[-1.37908, 0.50172, -1.98744], [3.74364, 0.53608, -0.51484], [-0.72823, -2.13606, -0.67817], [-0.40228, 2.44953, 0.33124], [-0.66049, 1.06442, 1.95405], [-0.38918, -1.55092, 1.35812], [-2.33402, -1.29642, 0.47458], [-2.30752, 1.51283, 0.64642], [2.41392, -1.83575, -0.92275], [1.01980, 0.11149, -0.38009], [-0.99680, 1.30844, 0.68805], [-0.61253, 0.17401, -0.24628], [-1.02665, -1.21799, 0.23393], [2.35378, -0.69820, -0.68403], [1.30565, 1.07683, -0.27279]],
  "nbo_charge": [0.127, 0.087, -0.300, -0.310, -0.297, -0.302, -0.306, -0.296, -0.485, -0.742, 0.936, -0.056, 0.942, 0.616, 0.387],
  "energy_ev": -164090.98298,
  "smiles": "O=C(Br)NC(Br)(C(F)(F)F)C(F)(F)F",
  "homo_lumo_gap_ev": 10.55,
  "relative_energy_kj_mol": 60.7
}

---

Entry 3:
{
  "formula": "C7H10N2O2S",
  "method": "ωB97M-V with the def2-TZVPD basis set",
  "species": ["S", "O", "O", "N", "N", "C", "C", "C", "C", "C", "C", "C", "H", "H", "H", "H", "H", "H", "H", "H", "H", "H"],
  "positions_angstrom": [[1.39003, 0.44668, -0.44711], [0.80009, 0.56522, -1.80169], [1.34296, -0.87596, 0.11360], [0.59768, 1.48502, 0.58147], [-2.27598, 3.18318, -0.51294], [-2.08002, 2.09990, -0.17361], [-1.64969, 0.81938, 0.16587], [3.08936, 0.97038, -0.47454], [-1.63014, -1.76526, -0.23181], [-2.70467, -1.30444, -1.16194], [-0.61339, 0.99044, 1.20955], [-2.03247, -0.32815, -0.28130], [3.44022, 0.46044, -1.42272], [3.01091, 2.06213, -0.64158], [-0.49923, 0.00028, 1.73340], [0.12613, 2.28129, 0.11416], [-3.70050, -1.54477, -0.85655], [3.75268, 0.80123, 0.41590], [-1.04080, 1.65499, 1.89721], [-0.60633, -1.92394, -0.52104], [-2.60320, -1.28724, -2.21186], [-2.01367, -2.54039, 0.50602]],
  "nbo_charge": [2.272, -0.940, -0.957, -0.869, -0.306, 0.260, -0.224, -0.876, -0.459, -0.424, -0.227, 0.147, 0.267, 0.247, 0.237, 0.414, 0.228, 0.268, 0.219, 0.263, 0.232, 0.229],
  "energy_ev": -25327.92059,
  "smiles": "CS(=O)(=O)NCC(C#N)=C1CC1",
  "homo_lumo_gap_ev": 10.50,
  "relative_energy_kj_mol": 407.0
}